Entry from OMol25: a structure of composition C13H26Cl2IrNOP2 at a distorted geometry (ωB97M-V/def2-TZVPD).

Geometry (Å):
C -1.05 0.32 -4.45
C -0.30 -0.47 -3.48
H -2.13 0.33 -4.15
H -0.90 -0.09 -5.47
H -0.67 1.37 -4.34
O -0.72 -0.66 -2.31
Cl 1.26 -0.93 -3.80
Ir 0.95 0.28 1.04
P 0.86 -2.01 -0.09
C -0.25 -3.18 0.82
C 0.63 -3.08 -1.61
H 0.85 -4.15 -1.42
H 2.57 -3.78 -0.10
H 1.33 -2.74 -2.39
H 3.25 -2.15 -0.38
H -1.29 -2.91 0.56
H -0.39 -2.98 -2.00
C 2.53 -2.73 0.22
H -0.07 -4.22 0.48
H 2.79 -2.63 1.28
H -0.11 -3.12 1.90
P 0.71 2.15 -0.21
C -0.31 3.34 0.77
C 2.36 2.97 -0.31
H 0.84 2.31 -2.67
H 0.04 3.74 -1.97
H -0.87 2.21 -2.12
C 0.12 2.63 -1.90
H 2.99 2.37 -0.98
H 2.25 3.98 -0.73
H -0.03 4.37 0.52
H -0.16 3.16 1.84
H 2.81 3.00 0.68
H -1.38 3.20 0.53
Cl 3.04 0.32 1.99
C -2.88 0.05 3.90
C -3.05 0.40 2.56
C -1.98 0.29 1.65
N -0.73 0.02 2.13
C -0.56 -0.42 3.41
C -1.63 -0.41 4.30
H -3.70 0.12 4.61
H -4.01 0.75 2.18
H -2.07 0.46 0.58
H 0.47 -0.71 3.64
H -1.42 -0.76 5.30

- HOMO level (alpha / beta): -0.5588 / -0.5954 Ha
- Maximum force: 5.19 eV/A
- Energy relative to the best compared isomer or geometry (same formula, charge and spin): 0.884 eV
- Total charge: +2
- Gap between HOMO and LUMO (alpha / beta): 8.55 / 6.29 eV
- E_tot: -2347.71979 hartree
- Molecular weight: 537.428 g mol⁻¹
- 2S+1: 5
- <S²>: 6.012